{
  "formula": "CHCl3",
  "method": "ωB97M-V/def2-TZVPD",
  "homo_ev": -11.082,
  "gap_ev": 11.8862,
  "smiles": "ClC(Cl)Cl",
  "e_above_lowest_kcal_mol": 2.09,
  "multiplicity": 1,
  "lumo_energy_ev": 0.804,
  "symbols": ["Cl", "C", "Cl", "Cl", "H"],
  "xyz": [[0.79918, 1.37466, 0.56174], [0.05759, -0.08236, -0.03732], [-1.33997, 0.40972, -1.00309], [-0.25127, -1.16928, 1.24201], [0.73447, -0.53276, -0.76332]],
  "forces_ev_per_a": [[0.6, 0.6, 0.4], [0.5, 0.6, -1.4], [-0.5, -0.3, 0.1], [-0.5, -0.8, 0.7], [0.0, 0.0, 0.4]],
  "mulliken_charge": [-0.12, 0.08, -0.13, -0.10, 0.27]
}